C13H23CrN2O2P | the ωB97M-V functional and the def2-TZVPD basis

The total charge is 0. The expectation value of S² is 6.0638. For the frontier orbital gap (spin up / spin down), the calculation gives 7.0 / 6.6 eV. The LUMO energy (spin up / spin down) comes out at -0.015 / -0.027 Ha. The multiplicity is 5. The energy above the lowest of the compared OMol25 structures with the same formula, charge and spin is 39.70 kcal per mole. The calculation puts the HOMO energy (spin up / spin down) at -7.38 / -7.39 eV.

```
42
C13H23CrN2O2P | OMol25 | the ωB97M-V functional and the def2-TZVPD basis
O -2.4281 -0.8876 1.4711
H 1.9271 -2.7171 -3.7815
C -1.4190 1.3920 -2.1954
H 2.8902 -2.0869 -0.9061
H 1.9589 2.9221 -2.6330
C -0.8998 2.6959 -1.6380
C 1.4444 -2.0708 -3.0334
Cr -1.1774 0.7832 0.7152
C -2.1416 1.4040 -3.3946
O -0.7437 -0.3468 2.7022
C -2.5455 0.1949 -3.9396
N 1.1620 -2.8173 -1.8475
C 1.2517 4.0211 -0.2240
H 0.5935 4.4669 0.5396
H -1.3379 -2.1393 -0.2765
H -2.3998 2.3621 -3.8651
H -0.3941 -3.9618 -2.4986
H -0.0813 -3.9956 -0.7501
H -0.6175 3.4433 -2.3928
H 1.1432 1.3381 -2.8189
C -0.1464 -3.3317 -1.6248
H -2.2357 -2.9641 -1.5473
H -3.1451 0.1816 -4.8490
H 0.5276 -1.6826 -3.4820
H 1.2784 4.6798 -1.1057
H 2.8050 -3.8505 -1.0206
C 2.2015 -2.9436 -0.8607
H -1.6053 3.1397 -0.9161
H 2.6175 1.4564 -1.8062
C -1.5433 -1.0122 -2.0520
H 0.6073 0.3472 0.7156
C -1.3474 -2.3377 -1.3496
H 2.1124 -1.2229 -2.8209
C -2.1903 -1.0067 -3.3206
N -1.7448 -1.0857 2.5228
H 0.6009 1.0235 1.1196
H 2.2717 3.9500 0.1870
C 1.7145 1.9741 -2.1385
P 0.6730 2.3466 -0.7031
C -1.2662 0.2242 -1.4286
H 1.7929 -3.0032 0.1642
H -2.4973 -1.9457 -3.7910
```

The net atomic charges from Mulliken, expressed in e, are:
1. O -0.49
2. H 0.32
3. C 0.99
4. H 0.28
5. H 0.35
6. C -1.44
7. C -0.75
8. Cr -0.10
9. C -0.96
10. O -0.52
11. C -0.53
12. N 0.32
13. C -1.20
14. H 0.32
15. H -0.06
16. H 0.41
17. H 0.33
18. H 0.54
19. H 0.45
20. H 0.29
21. C -1.23
22. H 0.44
23. H 0.37
24. H 0.24
25. H 0.36
26. H 0.29
27. C -0.98
28. H 0.42
29. H 0.38
30. C 0.48
31. H 0.00
32. C -0.38
33. H 0.12
34. C -0.48
35. N 0.44
36. H 0.15
37. H 0.37
38. C -1.20
39. P 0.67
40. C 0.23
41. H 0.32
42. H 0.43